Computed, not measured: a structure of composition C37H24Br2N5O3TaTe in a non-equilibrium geometry, with ωB97M-V/def2-TZVPD.

HOMO energy = -6.8 eV
Frontier orbital gap = 5.808 eV
Energy relative to the best compared isomer or geometry (same formula, charge and spin) = 65.1 kJ/mol

Cartesian coordinates (Å):
Ta -0.036 -0.108 -0.479
O 2.204 3.097 1.807
C 3.219 2.341 2.266
C 4.313 3.018 2.810
C 5.403 2.317 3.278
C 5.437 0.923 3.216
C 4.356 0.253 2.687
C 3.231 0.939 2.212
C 2.109 0.180 1.632
O 1.146 0.850 1.082
N 2.127 -1.129 1.655
N 0.979 -1.558 1.019
C 0.620 -2.766 1.192
C -0.689 -3.135 0.663
C -1.195 -4.418 0.762
C -2.461 -4.672 0.257
C -3.171 -3.631 -0.311
C -2.586 -2.373 -0.378
N -1.368 -2.125 0.096
H 1.547 2.495 1.406
H 4.278 4.099 2.842
H 6.246 2.859 3.691
H 6.298 0.376 3.574
H 4.351 -0.827 2.626
H 1.236 -3.460 1.753
H -0.601 -5.199 1.217
H -2.885 -5.665 0.312
H -4.162 -3.779 -0.715
H -3.098 -1.544 -0.842
Br -0.219 4.586 -1.603
C 1.445 3.713 -1.598
C 2.619 4.470 -1.817
C 3.840 3.870 -1.800
Br 5.380 4.927 -2.104
C 3.973 2.477 -1.553
C 5.193 1.764 -1.495
C 5.176 0.428 -1.230
C 3.938 -0.215 -1.005
N 2.799 0.416 -1.046
C 2.798 1.739 -1.331
C 1.517 2.367 -1.376
O 0.440 1.614 -1.178
H 2.534 5.532 -1.996
H 6.125 2.288 -1.659
H 6.094 -0.143 -1.182
H 3.896 -1.275 -0.773
C -3.370 0.881 -3.315
C -4.436 1.259 -2.507
C -4.263 1.294 -1.138
C -3.035 0.925 -0.577
C -1.981 0.453 -1.359
C -2.171 0.480 -2.751
C -2.798 1.055 0.875
C -3.668 1.862 1.658
C -3.436 2.014 2.980
C -2.354 1.333 3.576
C -2.095 1.442 4.962
C -1.059 0.764 5.532
C -0.258 -0.066 4.723
C -0.491 -0.179 3.381
C -1.529 0.540 2.753
N -1.740 0.439 1.380
H -3.481 0.881 -4.393
H -5.389 1.534 -2.940
H -5.093 1.594 -0.513
H -1.369 0.161 -3.400
H -4.480 2.386 1.180
H -4.071 2.647 3.588
H -2.743 2.073 5.559
H -0.860 0.850 6.592
H 0.557 -0.624 5.166
H 0.118 -0.834 2.792
Te 0.595 -1.703 -2.363

Atom charges from the Mulliken analysis, given in e for atoms 1 to 2: Ta 0.530; O -0.810